Entry 1:
C3H5N as an isolated structure, computed with ωB97M-V/def2-TZVPD.

```
9
C3H5N (ωB97M-V/def2-TZVPD)
C 0.752 1.089 0.587
C -0.853 -0.820 -0.950
C 0.160 -0.722 -0.123
N 1.345 0.236 0.192
H -0.128 1.455 0.308
H 1.245 1.683 1.415
H -1.548 -1.897 -0.455
H -0.881 -0.360 -1.966
H -0.091 -0.665 0.990
```

Values from the calculation:
**Energy relative to the best compared isomer or geometry (same formula, charge and spin)**: 150.7 kcal per mole
**Total charge**: 0
**Frontier orbital gap**: 10.28 eV
**Molecular weight**: 55.08 g/mol

The molecule's natural (NBO) atomic charges, reported in e, are given here: number 1, C, carries -0.0170; number 2, C, carries -0.4331; number 3, C, carries -0.0972; number 4, N, carries -0.3654; number 5, H, carries 0.1379; number 6, H, carries 0.1175; number 7, H, carries 0.2397; number 8, H, carries 0.2217; number 9, H, carries 0.1959

Entry 2:
An isolated ion of composition C3H5N2 and charge +1, computed with ωB97M-V/def2-TZVPD.

```
10
C3H5N2 (ωB97M-V/def2-TZVPD)
C -1.143 -1.116 -1.746
C -0.906 -0.686 -0.582
N -0.600 -0.259 0.518
N 0.439 0.198 1.240
C 1.206 1.178 0.917
H -1.470 -2.153 -1.842
H -1.162 -0.293 -2.433
H 0.546 -0.320 2.181
H 1.163 1.810 0.071
H 1.927 1.640 1.675
```

Values from the calculation:
**SMILES string**: C=C=N[NH+]=C
**Energy relative to the best compared isomer or geometry (same formula, charge and spin)**: 111.6 kcal per mole
**Total charge**: +1
**Frontier orbital gap (spin up / spin down)**: 8.67 / 8.67 eV
**Molecular weight**: 69.09 g/mol

The molecule's natural (NBO) atomic charges, reported in e, are given here: number 1, C, carries -0.5225; number 2, C, carries 0.4664; number 3, N, carries -0.3071; number 4, N, carries -0.2201; number 5, C, carries 0.0267; number 6, H, carries 0.2981; number 7, H, carries 0.2870; number 8, H, carries 0.4761; number 9, H, carries 0.2424; number 10, H, carries 0.2529

Entry 3:
An isolated ion of composition C3H5N2 and charge +1, computed with ωB97M-V/def2-TZVPD.

```
10
C3H5N2 (ωB97M-V/def2-TZVPD)
C -0.744 -0.533 -0.756
N -0.068 0.487 -1.161
C 0.442 1.044 0.078
N 0.506 -0.059 1.066
C -0.352 -0.947 0.560
H -1.500 -0.978 -1.398
H 1.429 1.497 0.042
H -0.301 1.756 0.438
H 1.392 -0.584 1.003
H -0.579 -1.910 1.002
```

Values from the calculation:
**SMILES string**: C1=NC[NH+]=C1
**Energy relative to the best compared isomer or geometry (same formula, charge and spin)**: 78.4 kcal per mole
**Total charge**: +1
**Frontier orbital gap**: 9.21 eV
**Molecular weight**: 69.09 g/mol

The molecule's natural (NBO) atomic charges, reported in e, are given here: number 1, C, carries -0.0446; number 2, N, carries -0.1433; number 3, C, carries -0.1493; number 4, N, carries -0.4761; number 5, C, carries 0.2819; number 6, H, carries 0.2635; number 7, H, carries 0.2553; number 8, H, carries 0.2873; number 9, H, carries 0.4625; number 10, H, carries 0.2628

The following largest force on an atom values (in hartree/bohr) correspond, in order, to the records above: 0.3420, 0.0690, 0.0449.